{
  "formula": "C32H35MnNO5SiTe",
  "method": "ωB97M-V/def2-TZVPD",
  "species": ["Te", "Mn", "Si", "O", "O", "O", "O", "O", "N", "C", "C", "C", "C", "C", "C", "C", "C", "C", "C", "C", "C", "C", "C", "C", "C", "C", "C", "C", "C", "C", "C", "C", "C", "C", "C", "C", "C", "C", "C", "C", "C", "H", "H", "H", "H", "H", "H", "H", "H", "H", "H", "H", "H", "H", "H", "H", "H", "H", "H", "H", "H", "H", "H", "H", "H", "H", "H", "H", "H", "H", "H", "H", "H", "H", "H", "H"],
  "coordinates": [[-17.9059, -6.3539, -3.1468], [-16.5817, -8.6245, -4.8862], [-16.0897, -5.9173, -6.7357], [-15.7073, -11.2674, -6.1255], [-15.9431, -7.4771, -6.2026], [-14.0027, -10.6656, -3.2223], [-14.7946, -8.6156, -3.7700], [-17.9675, -9.6074, -6.3976], [-18.8135, -11.7179, -6.7419], [-19.4686, -3.4524, -6.5607], [-20.1963, -5.6093, -7.3321], [-18.3782, -10.7113, -5.9465], [-18.9359, -6.1794, -7.1231], [-13.1134, -4.5650, -4.3159], [-13.9149, -9.4232, -3.3145], [-16.3547, -7.5749, 0.8646], [-14.4830, -7.0602, -10.4395], [-14.9441, -4.7469, -5.8564], [-15.5157, -5.8792, -8.5313], [-14.7734, -3.4050, -6.2372], [-18.1612, -3.9415, -6.4423], [-14.8385, -12.3688, -5.6327], [-17.6973, -9.9659, -3.5692], [-16.4645, -7.0723, -0.4488], [-13.6738, -2.6945, -5.7144], [-15.4696, -4.7046, -9.3306], [-17.8863, -5.2983, -6.7411], [-12.8416, -3.2956, -4.7739], [-13.5311, -12.2394, -6.4514], [-18.4880, -10.9330, -4.4128], [-17.5546, -7.8952, 1.5286], [-20.4816, -4.2878, -7.0375], [-15.2821, -11.0087, -7.4636], [-14.9564, -6.9993, -9.1073], [-17.7187, -7.0601, -1.1201], [-18.7974, -7.9023, 0.8741], [-18.8790, -7.4761, -0.4469], [-14.9301, -4.7414, -10.6416], [-14.4459, -5.9205, -11.1911], [-13.7904, -11.0757, -7.3827], [-14.2343, -5.2699, -4.7984], [-11.9144, -2.8277, -4.4446], [-14.3303, -6.3464, -4.5524], [-18.7567, -7.2519, -7.2791], [-15.7471, -3.7646, -8.8529], [-13.4289, -1.6673, -6.0878], [-19.8165, -7.3954, -0.9944], [-18.3120, -9.3693, -2.9235], [-19.5421, -10.9119, -4.0948], [-17.3613, -3.2823, -6.0876], [-12.3989, -4.9917, -3.6111], [-14.2504, -7.9890, -10.9256], [-17.5093, -8.2868, 2.5561], [-21.5122, -3.8949, -7.0956], [-14.8842, -3.7854, -11.1397], [-20.8748, -6.3298, -7.7427], [-16.8192, -10.4071, -3.1391], [-15.4205, -2.8732, -6.9783], [-13.3342, -11.1599, -8.3780], [-14.9774, -7.9520, -8.5553], [-12.9496, -8.9864, -2.9894], [-19.6635, -2.4446, -6.1809], [-15.4719, -13.2727, -5.8147], [-18.6421, -11.5617, -7.7278], [-18.0911, -11.9499, -4.3263], [-13.4969, -13.1586, -7.0153], [-19.6686, -8.3408, 1.3938], [-15.3747, -7.7126, 1.3175], [-15.6291, -10.0351, -7.6990], [-18.6188, -12.6648, -6.4481], [-15.7957, -11.7898, -8.0973], [-14.0959, -5.9487, -12.2438], [-13.4201, -10.0921, -7.0363], [-12.6107, -12.1137, -5.8732], [-14.7178, -12.2034, -4.5745], [-15.6230, -6.7372, -1.0717]],
  "forces_ev_per_angstrom": [[0.0, 0.4, 0.4], [-0.8, -0.8, 2.2], [-0.6, -2.8, 0.9], [1.1, -0.7, 0.4], [0.5, 3.5, -2.6], [0.3, 0.6, 0.0], [1.7, -0.5, 0.6], [-1.3, -2.6, -0.2], [0.1, -0.2, -1.1], [0.4, -0.2, 0.4], [0.8, -1.2, 0.0], [0.4, 2.9, 1.1], [0.7, 1.7, 0.1], [-0.4, -0.3, 0.3], [-1.3, -0.5, -0.6], [-1.1, 0.7, -1.0], [-0.6, 0.1, 1.0], [-1.3, 0.8, -0.1], [0.6, 1.2, -0.8], [1.0, 0.8, 0.0], [-0.5, -0.8, -0.3], [-1.4, 1.3, -0.5], [0.0, 0.0, -1.4], [-0.6, -0.5, -0.4], [-0.4, 0.7, -0.6], [0.7, -0.9, -0.3], [0.3, 0.0, 0.1], [0.3, 0.2, -0.3], [-0.4, -0.5, 0.3], [0.6, -0.1, -0.4], [0.3, -0.9, 0.3], [-0.4, 0.7, 0.3], [-1.1, -1.1, 0.8], [-0.1, -1.9, -0.8], [0.3, 0.4, -0.1], [0.3, -0.1, 0.2], [0.4, 0.2, 0.0], [-0.6, 0.8, 1.7], [-0.1, 0.7, -1.2], [0.6, 0.9, -1.0], [2.1, -1.0, 0.0], [-0.3, 0.2, -0.1], [-0.3, 0.8, 0.1], [0.0, 0.5, 0.0], [-0.2, -0.1, -0.5], [-0.4, -1.0, 0.4], [0.1, -0.3, 0.2], [-0.1, 0.0, 0.5], [0.0, -0.3, -0.6], [-0.4, -0.3, -0.1], [-0.4, -0.2, 0.0], [0.4, -0.4, 0.2], [0.0, 0.2, -0.4], [0.6, -0.3, -0.1], [0.1, 0.0, -0.5], [-1.0, 0.2, 0.0], [0.2, -0.3, 0.7], [0.7, -0.8, 0.6], [0.0, -0.4, 0.1], [0.0, 0.6, 0.0], [0.0, 0.4, 0.1], [-0.2, -0.3, -0.4], [1.0, 0.1, 0.0], [0.1, 0.0, 0.1], [-0.3, -0.5, 0.3], [0.6, -0.3, -0.4], [0.4, 0.5, -0.2], [-0.2, 0.2, 0.1], [-0.6, 0.9, -0.5], [-0.2, 0.2, 0.3], [0.8, 0.6, 0.0], [-0.2, 0.1, 0.8], [-0.2, -0.6, 0.4], [-0.4, -0.1, 0.2], [0.1, 0.1, 0.3], [-0.1, -0.3, 0.6]],
  "lumo_ev": [4.47, 4.47],
  "energy_ev": -91973.168,
  "de_lowest_kj_mol": 0.00,
  "fmax_ev_per_a": 4.40,
  "s2": 8.760,
  "homo_lumo_gap_ev": [3.956, 4.820],
  "charge": -2,
  "spin_multiplicity": 6,
  "molar_mass_g_mol": 724.258
}



{
  "formula": "C2H2O2P2S4",
  "method": "ωB97M-V/def2-TZVPD",
  "species": ["S", "S", "S", "S", "P", "P", "O", "O", "C", "C", "H", "H"],
  "coordinates": [[2.2081, 0.8385, -2.4354], [-0.4170, -1.0451, -1.5649], [1.6693, -0.4767, 0.9937], [0.2623, -3.3920, 1.6109], [0.9688, 0.3655, -1.0474], [0.0422, -1.6926, 0.8540], [1.1832, 2.5207, 0.4394], [-1.6117, 0.5066, 0.7010], [0.4363, 1.9680, -0.3100], [-1.5656, -0.6670, 0.6384], [-2.5250, -1.2183, 0.4898], [-0.6508, 2.2924, -0.3696]],
  "forces_ev_per_angstrom": [[0.0, -0.3, 0.3], [0.6, -0.7, 0.5], [-0.6, 0.3, -1.2], [-0.5, -0.6, 0.0], [1.0, -0.1, -0.3], [-0.2, 1.2, -1.1], [0.4, 0.1, -0.4], [0.4, 1.8, 0.6], [-2.0, 0.5, 1.5], [-1.0, -1.5, 0.8], [0.7, -0.6, -0.1], [1.0, -0.1, -0.7]],
  "lumo_ev": -1.98,
  "energy_ev": -68119.383,
  "de_lowest_kj_mol": 19.81,
  "fmax_ev_per_a": 2.59,
  "homo_lumo_gap_ev": 7.409,
  "charge": 0,
  "spin_multiplicity": 1,
  "molar_mass_g_mol": 248.252
}



{
  "formula": "C13H27MgN3O6S3",
  "method": "ωB97M-V/def2-TZVPD",
  "species": ["S", "S", "S", "Mg", "O", "O", "O", "O", "O", "O", "N", "N", "N", "C", "C", "C", "C", "C", "C", "C", "C", "C", "C", "C", "C", "C", "H", "H", "H", "H", "H", "H", "H", "H", "H", "H", "H", "H", "H", "H", "H", "H", "H", "H", "H", "H", "H", "H", "H", "H", "H", "H", "H"],
  "coordinates": [[-1.8388, -4.8625, -0.1379], [2.2905, 2.7060, 1.4526], [3.6235, -0.4605, -2.3618], [1.7349, -0.1269, 0.3798], [0.1638, -1.1133, -0.2024], [-0.1246, 0.3424, 0.9101], [0.5013, 0.6903, -0.8643], [2.5968, 1.2523, 1.1341], [-2.4448, -5.9060, 0.7444], [3.0536, -0.3508, -0.9870], [-2.9299, 4.2565, -3.8627], [-5.3532, -2.2091, 2.2973], [-2.7122, -1.1340, 4.6106], [-3.7226, -0.2602, 1.5945], [-0.5093, -2.2615, 3.6687], [-0.7434, 3.4487, -2.5246], [2.3133, 3.5961, -0.0835], [-0.3527, 0.0227, -0.2681], [4.8106, 0.9615, -2.8725], [-1.9788, 3.9224, -3.2385], [-4.6116, -1.3543, 2.0283], [2.1868, -0.2319, -3.4845], [-1.7675, -1.6073, 4.1601], [-0.2436, -4.4524, 0.5609], [-2.5438, -3.1812, 0.2041], [0.5699, 3.0710, 1.8320], [-2.3054, -2.5716, -0.6676], [0.4059, 4.0440, 2.2951], [2.6200, -0.2746, -4.4838], [-2.7588, -0.7569, 1.4830], [-0.5536, -3.3432, 3.5418], [0.4713, -5.2479, 0.3508], [1.5131, 3.4060, -0.7988], [-4.1414, 0.0230, 0.6289], [-3.6176, -3.3680, 0.1907], [0.2576, -3.6007, 0.1011], [-0.1744, -1.7439, 2.7699], [4.3473, 1.9469, -2.8236], [-0.1080, 2.8490, -3.1764], [1.7071, 0.7317, -3.3128], [-3.7290, 0.4900, 2.3853], [0.1944, -2.0376, 4.4704], [-0.0488, 2.9574, 0.9418], [3.2104, 3.4597, -0.6874], [2.3401, 4.6406, 0.2270], [-2.3346, -2.7520, 1.1839], [5.1439, 0.8524, -3.9045], [-0.1169, 4.3273, -2.3705], [-0.9953, 3.0113, -1.5585], [-0.4267, -4.3044, 1.6252], [5.7254, 1.0283, -2.2835], [1.3638, -0.9302, -3.3319], [0.0420, 2.4052, 2.5147]],
  "forces_ev_per_angstrom": [[0.0, 1.1, 0.0], [0.3, -0.4, 0.1], [-0.2, -0.7, -0.6], [-2.4, -1.5, -0.9], [-0.1, -14.8, -4.0], [-4.8, 6.6, 13.7], [3.5, 9.0, -10.9], [1.1, 2.8, 1.8], [0.1, 0.4, 0.1], [2.0, 0.3, -0.8], [3.3, -1.1, 2.3], [1.1, 1.2, -0.4], [0.1, 0.1, -0.1], [-0.8, -1.5, 0.4], [-0.6, 1.1, 0.8], [-0.6, 1.2, -0.6], [0.2, 0.7, -1.0], [0.9, -0.8, 1.1], [-1.0, 0.4, 0.1], [-2.2, 0.5, -1.9], [-1.4, -1.1, 0.5], [0.6, 1.2, -0.1], [0.6, -1.1, -0.4], [0.8, -0.3, -0.2], [-0.9, -1.3, -0.4], [-1.6, -0.5, -0.2], [0.5, 0.3, 0.4], [0.9, 0.4, -0.3], [-0.1, -0.1, -0.2], [0.4, 0.8, -0.2], [-0.4, 0.2, 0.0], [-0.3, -0.5, 0.4], [-0.4, -0.3, 0.6], [0.5, 0.6, 0.1], [-0.2, 0.0, -0.1], [-0.8, 0.7, 0.0], [-0.1, 0.0, -0.3], [-0.4, -0.1, 0.2], [-0.6, -0.6, 0.2], [0.2, 0.2, 0.2], [0.2, 0.2, -0.4], [0.3, -0.2, -0.1], [0.2, 0.0, -0.2], [0.4, -0.4, 0.6], [-0.3, 0.2, -0.1], [0.6, -0.2, -0.3], [-0.3, -0.6, -0.1], [-0.2, 0.3, 0.3], [0.2, -0.5, -0.3], [0.3, -0.1, -0.1], [-0.3, -0.6, 0.4], [0.6, -0.5, 0.4], [0.8, -0.7, 0.0]],
  "lumo_ev": [1.83, 1.79],
  "energy_ev": -68616.921,
  "fmax_ev_per_a": 15.93,
  "s2": 0.756,
  "homo_lumo_gap_ev": [2.995, 3.677],
  "charge": -1,
  "spin_multiplicity": 2,
  "molar_mass_g_mol": 441.880
}



{
  "formula": "C12H17N",
  "method": "ωB97M-V/def2-TZVPD",
  "species": ["N", "C", "C", "C", "C", "C", "C", "C", "C", "C", "C", "C", "C", "H", "H", "H", "H", "H", "H", "H", "H", "H", "H", "H", "H", "H", "H", "H", "H", "H"],
  "coordinates": [[-1.3683, 3.3961, 0.4855], [2.8309, -2.0044, -1.3975], [-0.8047, 2.2507, 0.9414], [-1.1334, -0.1898, 0.4170], [1.8646, -1.7514, -0.1580], [-1.3574, 1.1935, 0.1201], [-2.2553, 1.0564, -2.1800], [-1.9691, 1.7333, -0.9508], [-0.0300, 2.0626, 2.0602], [-0.3186, -0.4009, 1.6388], [-2.0900, 3.0610, -0.7038], [1.4309, -3.2155, 0.3911], [0.1100, 0.7296, 2.3079], [2.3470, -2.7595, -2.0161], [-1.3757, 0.3403, -2.3629], [0.4403, -3.2078, 0.2194], [3.7670, -2.4430, -1.0462], [3.2118, -1.0256, -1.8407], [2.3891, -1.2394, 0.7122], [-2.4714, 3.7896, -1.3362], [0.9924, -1.1555, -0.4678], [-3.0646, 0.4136, -2.0229], [0.7472, 0.5078, 3.1840], [-2.4899, 1.6704, -3.0149], [1.6855, -3.3339, 1.4256], [2.0164, -4.0040, 0.0326], [-1.5312, 4.1484, 1.0130], [0.3213, 2.8452, 2.7147], [-0.4169, -1.4949, 1.9862], [-1.4781, -0.9729, -0.1519]],
  "forces_ev_per_angstrom": [[-0.2, -3.0, -4.4], [0.3, 1.6, 1.6], [-1.7, -0.3, -0.1], [2.9, 3.7, 4.1], [1.8, -1.6, 0.3], [3.3, -3.4, 3.0], [1.6, -2.2, -0.7], [-1.4, 3.5, -1.2], [-1.0, -0.4, -1.0], [-3.9, -1.2, -3.2], [1.4, -0.2, 1.6], [2.9, 3.3, 0.6], [2.6, -2.0, 3.1], [0.1, 0.6, -0.6], [-1.1, 1.1, -0.3], [-3.5, -1.1, -0.4], [-0.1, -0.3, 0.2], [-1.1, -1.3, -0.1], [-0.6, -0.2, -1.4], [-0.7, 1.3, -0.8], [0.5, -0.4, 0.3], [-1.5, -1.2, 0.0], [-0.5, 0.0, -0.2], [0.1, 0.6, -0.7], [-0.5, 0.5, 1.0], [0.5, -1.2, -1.7], [-0.5, 3.5, 2.2], [0.1, -0.1, -0.1], [1.2, 2.1, 0.0], [-0.9, -1.6, -1.2]],
  "lumo_ev": 0.93,
  "energy_ev": -14207.444,
  "de_lowest_kj_mol": 279.16,
  "fmax_ev_per_a": 6.18,
  "homo_lumo_gap_ev": 8.721,
  "charge": 0,
  "spin_multiplicity": 1,
  "molar_mass_g_mol": 175.275
}